Model A:
19
Properties=species:S:1:pos:R:3:mulliken_charge:R:1 method="wB97M-V/def2-TZVPD" lumo_ha=0.0334 gap_ev=10.41 homo_ev=-9.498 spin_multiplicity=1 smiles="CC(=O)ON.C=CC"
C -1.591 -0.718 -1.190 -1.02
C -1.230 -0.584 0.256 0.73
O -1.317 -1.413 1.119 -0.56
O -1.174 0.838 0.633 -0.24
N -1.364 1.140 2.009 -0.49
H -2.638 -1.005 -1.266 0.33
H -1.005 -1.528 -1.621 0.31
H -1.395 0.209 -1.719 0.29
H -2.306 1.518 2.088 0.26
H -1.310 0.234 2.487 0.27
C 1.741 -1.252 -0.275 -0.83
C 1.423 -0.027 0.109 0.35
C 1.839 1.236 -0.579 -1.09
H 1.479 -2.124 0.305 0.30
H 2.255 -1.414 -1.214 0.27
H 0.796 0.193 1.054 0.19
H 1.766 1.136 -1.661 0.30
H 2.849 1.518 -0.279 0.34
H 1.179 2.042 -0.256 0.28

---

Model B:
19
Properties=species:S:1:pos:R:3:mulliken_charge:R:1 method="wB97M-V/def2-TZVPD" lumo_ha=0.0309 gap_ev=9.77 homo_ev=-8.934 spin_multiplicity=1 smiles="OC[C@@H]1CN1.C=CO"
O -1.133 -0.398 -0.173 -0.39
C -1.199 0.826 -0.865 -0.68
C 0.098 1.168 -1.569 0.28
C 1.172 1.883 -0.845 -0.57
N 0.420 2.537 -1.894 -0.65
H -1.008 -1.115 -0.805 0.30
H -2.024 0.818 -1.595 0.26
H -1.421 1.576 -0.101 0.31
H 0.390 0.460 -2.340 0.36
H 2.204 1.678 -1.094 0.28
H 1.003 2.156 0.190 0.25
H -0.262 3.208 -1.555 0.28
C 0.028 -2.866 1.412 -0.86
C 0.047 -1.885 2.296 0.16
O 0.872 -0.815 2.277 -0.47
H -0.656 -3.686 1.503 0.25
H 0.695 -2.869 0.551 0.26
H -0.604 -1.862 3.157 0.34
H 1.376 -0.814 1.450 0.29

---

Stability ranking, top entry: model B; the second entry is 0.0069 hartree less favorable.

---

Model A:
19
Properties=species:S:1:pos:R:3:mulliken_charge:R:1 method="wB97M-V/def2-TZVPD" lumo_ha=0.0277 gap_ev=10.24 homo_ev=-9.483 spin_multiplicity=1 smiles="C/N=C(/C)O.CC=O"
C -2.007 1.515 -0.018 -0.98
N -1.643 0.155 -0.371 -0.44
C -0.683 -0.097 -1.176 0.80
C -0.256 -1.492 -1.489 -1.04
O 0.020 0.829 -1.848 -0.48
H -2.707 1.928 -0.749 0.37
H -2.505 1.508 0.957 0.26
H -1.143 2.180 0.079 0.33
H 0.817 -1.523 -1.698 0.30
H -0.459 -2.143 -0.633 0.26
H -0.808 -1.855 -2.359 0.30
H -0.357 1.712 -1.728 0.33
C 1.881 -1.004 1.521 -0.86
C 1.393 0.408 1.627 0.20
O 0.488 0.760 2.376 -0.50
H 2.187 -1.198 0.491 0.22
H 1.082 -1.699 1.791 0.23
H 2.739 -1.138 2.183 0.35
H 1.960 1.152 1.042 0.34

---

Model B:
19
Properties=species:S:1:pos:R:3:mulliken_charge:R:1 method="wB97M-V/def2-TZVPD" lumo_ha=-0.1627 gap_ev=3.96 homo_ev=-8.385 spin_multiplicity=1
O 1.086 1.276 1.659 -0.43
C 1.945 1.084 0.701 -0.08
C 1.629 0.392 -0.506 -0.17
C 0.237 0.367 -1.092 -0.27
C -0.762 -0.705 -0.460 -0.90
C -0.543 -1.671 1.829 -0.59
N -0.946 -2.201 0.535 -0.41
H 3.011 1.351 0.779 0.35
H 0.547 -1.412 1.648 0.13
H 2.418 0.450 -1.256 0.31
H -0.201 1.371 -0.843 0.20
H 0.291 0.317 -2.199 0.48
H -0.252 -1.734 -0.423 0.35
H -1.476 -0.785 -1.226 0.41
H -0.631 -2.314 2.631 0.41
H -1.145 -0.777 2.120 0.25
H -1.198 -0.157 0.304 0.42
H -2.117 3.011 -2.215 0.22
O -1.892 2.137 -1.987 -0.67

---

Model C:
19
Properties=species:S:1:pos:R:3:mulliken_charge:R:1 method="wB97M-V/def2-TZVPD" lumo_ha=-0.1455 gap_ev=3.81 homo_ev=-7.764 spin_multiplicity=1
C 0.811 1.346 0.183 -0.26
C -0.272 1.392 1.300 -1.06
C 0.158 0.707 -1.105 0.00
N -1.054 0.814 -1.122 -0.32
C -0.183 -2.021 -0.799 -1.13
C 0.767 -0.980 -1.577 0.24
O -1.467 -0.279 2.698 -0.74
O 1.983 -0.879 -1.380 -0.50
H 1.486 0.513 0.414 0.27
H 1.389 2.259 0.059 0.45
H -0.891 0.541 0.976 0.36
H 0.149 1.316 2.293 0.30
H -0.889 2.289 1.292 0.29
H -2.062 -0.721 3.329 0.20
H 0.612 1.288 -1.936 0.43
H -0.343 -2.871 -1.452 0.36
H -1.019 -1.349 -0.648 0.40
H 0.309 -2.301 0.130 0.29
H 0.517 -1.064 -2.652 0.41

---

Stability ranking, top entry: model A; the second entry is 0.3812 hartree less favorable.

---

Model A:
19
Properties=species:S:1:pos:R:3:mulliken_charge:R:1 method="wB97M-V/def2-TZVPD" lumo_ha=-0.1304 gap_ev=4.65 homo_ev=-8.202 spin_multiplicity=1
C 1.145 -0.595 0.983 -0.98
C 0.017 -0.346 -0.050 0.48
C -1.324 -0.021 0.613 -0.54
C -1.489 0.817 1.770 -0.17
O -0.836 0.783 2.804 -0.51
N -0.167 -1.499 -0.822 -0.40
C -0.197 -1.170 -2.196 -0.79
O 1.645 1.742 -0.306 -0.79
H 0.982 0.013 1.866 0.27
H 1.940 -0.140 0.381 0.30
H 1.260 -1.614 1.341 0.38
H 0.319 0.460 -0.709 0.51
H -0.572 1.454 0.425 0.34
H -2.188 -0.494 0.167 0.36
H -2.354 1.503 1.811 0.41
H -1.096 -0.615 -2.488 0.31
H -0.135 -2.088 -2.783 0.34
H 0.679 -0.562 -2.473 0.35
H 2.373 2.373 -0.334 0.16

---

Model B:
19
Properties=species:S:1:pos:R:3:mulliken_charge:R:1 method="wB97M-V/def2-TZVPD" lumo_ha=0.0171 gap_ev=9.59 homo_ev=-9.124 spin_multiplicity=1
C 1.369 -0.963 -1.663 -1.23
C 0.635 0.087 -0.674 -0.06
C -0.838 0.156 -0.715 0.30
C -1.607 1.040 0.039 -0.69
C 1.081 -0.434 0.751 0.31
H 2.345 -1.092 -1.527 0.55
H 0.908 -2.128 -1.585 0.24
H 1.193 -0.227 -2.813 0.23
H 1.193 1.392 -0.547 0.33
H -0.751 0.590 -1.963 0.04
H -0.943 -1.170 -0.600 0.12
H -1.155 2.117 -0.087 0.28
H -1.350 1.044 1.116 0.33
H -3.865 0.162 0.195 0.28
H -3.609 2.071 0.513 0.29
H 2.490 0.461 1.346 0.32
N -3.075 1.069 -0.200 -0.67
O 2.365 -0.346 1.030 -0.44
O 0.288 -0.907 1.585 -0.53

---

Model C:
19
Properties=species:S:1:pos:R:3:mulliken_charge:R:1 method="wB97M-V/def2-TZVPD" lumo_ha="-0.0067 / -0.0067" gap_ev="7.85 / 7.85" homo_ev="-8.030 / -8.030" spin_multiplicity=1
C 0.371 1.173 0.560 -0.07
C 2.130 -0.553 -1.170 -0.62
C -2.329 -1.179 -0.139 -1.07
C 0.492 1.169 2.031 -1.28
C -0.416 0.204 -0.176 1.02
O 1.196 -0.502 -0.113 -0.45
O -0.601 0.581 -1.503 -0.53
N -1.313 -0.430 0.558 -0.56
H -1.087 -0.117 -1.958 0.35
H 0.646 2.071 0.007 0.43
H 2.033 0.293 -1.858 0.28
H 1.968 -1.475 -1.743 0.23
H 3.138 -0.589 -0.746 0.25
H -2.953 -0.554 -0.796 0.32
H -1.908 -1.989 -0.756 0.33
H -2.984 -1.646 0.596 0.29
H -0.084 1.994 2.459 0.36
H 0.156 0.227 2.454 0.37
H 1.545 1.321 2.292 0.33

---

Stability ranking, top entry: model C; the second entry is 0.1386 hartree less favorable.

---

Model A:
19
Properties=species:S:1:pos:R:3:mulliken_charge:R:1 method="wB97M-V/def2-TZVPD" lumo_ha=0.0189 gap_ev=10.07 homo_ev=-9.560 spin_multiplicity=1 smiles="CC[C@@H](C=O)NCO"
C 0.292 -1.184 -2.616 -1.36
C 0.869 -0.426 -1.468 -0.67
C -0.020 -0.386 -0.248 0.72
C 0.202 -1.503 0.675 -0.26
O -0.624 -2.161 1.395 -0.49
N 0.360 0.868 0.296 -0.56
C -0.655 1.453 1.171 -0.21
O -0.496 2.857 1.313 -0.52
H -0.088 -2.147 -2.405 0.33
H 0.807 -1.284 -3.572 0.42
H -0.646 -0.599 -3.097 0.25
H 1.169 0.523 -1.860 0.30
H 1.976 -0.669 -1.267 0.43
H -1.094 -0.349 -0.606 0.23
H 1.281 -1.885 0.694 0.29
H 0.666 1.584 -0.432 0.27
H -1.630 1.327 0.790 0.30
H -0.445 1.045 2.108 0.24
H 0.310 3.093 0.825 0.30

---

Model B:
19
Properties=species:S:1:pos:R:3:mulliken_charge:R:1 method="wB97M-V/def2-TZVPD" lumo_ha=0.0249 gap_ev=9.18 homo_ev=-8.501 spin_multiplicity=1 smiles="C=C(C)C.O=CNO"
C -0.474 -0.718 1.114 -1.00
C -0.868 0.235 0.240 0.87
C -0.692 1.692 0.560 -1.27
C -1.800 -0.058 -0.903 -1.26
H -0.709 -1.759 0.945 0.35
H -0.077 -0.474 2.084 0.30
H -0.135 1.832 1.488 0.32
H -1.653 2.205 0.661 0.40
H -0.145 2.175 -0.253 0.28
H -1.388 0.375 -1.818 0.30
H -1.939 -1.130 -1.045 0.33
H -2.777 0.401 -0.739 0.37
O 1.447 0.813 -1.681 -0.53
C 1.362 -0.247 -1.101 0.07
N 1.907 -0.487 0.165 -0.06
O 2.634 -1.659 0.437 -0.41
H 1.067 -1.196 -1.582 0.38
H 2.257 0.312 0.681 0.22
H 1.984 -2.312 0.746 0.34

---

Stability ranking, top entry: model A; the second entry is 0.0186 hartree less favorable.

---

Model A:
19
Properties=species:S:1:pos:R:3:mulliken_charge:R:1 method="wB97M-V/def2-TZVPD" lumo_ha=-0.1153 gap_ev=11.98 homo_ev=-15.116 spin_multiplicity=1 charge=+1
O 0.388 -1.404 -1.510 -0.65
H 1.270 -1.590 -1.855 0.30
H 0.009 -0.967 -2.297 0.30
O -1.683 -1.510 0.467 -0.68
H -2.117 -2.351 0.503 0.32
H -1.157 -1.508 -0.334 0.37
O 1.129 -1.120 1.262 -0.61
H 0.209 -1.199 1.531 0.30
H 1.604 -1.879 1.609 0.29
O -0.248 1.857 -0.906 -0.39
H -0.113 2.781 -1.153 0.40
H -0.935 1.701 -0.151 0.44
O -1.651 1.098 0.952 -0.63
H -1.920 0.177 0.806 0.38
H -1.948 1.405 1.810 0.32
O 2.053 1.077 -0.286 -0.67
H 0.603 1.292 -0.864 0.48
H 2.797 1.640 -0.056 0.33
H 1.916 0.404 0.418 0.39

---

Model B:
19
Properties=species:S:1:pos:R:3:mulliken_charge:R:1 method="wB97M-V/def2-TZVPD" lumo_ha=-0.1704 gap_ev=8.68 homo_ev=-13.317 spin_multiplicity=1 charge=+1
O 0.812 -0.262 -0.192 -0.36
H -0.009 0.203 -0.366 0.45
H 0.776 -0.782 0.614 0.45
H 1.177 -0.759 -0.929 0.45
O 4.429 -1.827 2.158 -0.65
H 5.202 -2.128 1.681 0.33
H 4.261 -2.515 2.802 0.33
O -2.853 6.200 -1.686 -0.63
H -2.482 5.377 -2.002 0.30
H -2.726 6.815 -2.409 0.33
O -0.522 -1.670 4.272 -0.65
H -1.362 -1.536 4.710 0.33
H 0.053 -2.017 4.954 0.32
O -3.672 1.324 -0.270 -0.65
H -4.484 1.433 0.225 0.33
H -3.957 1.040 -1.138 0.33
O 1.689 -2.744 -3.834 -0.65
H 2.556 -3.076 -4.067 0.33
H 1.112 -3.074 -4.523 0.33

---

Stability ranking, top entry: model A; the second entry is 0.0958 hartree less favorable.